1.
This record from the OMol25 dataset describes C11H5F9N4O8S4Ti as an isolated structure. The level of theory is ωB97M-V with the def2-TZVPD basis set.

Geometry as XYZ:
```
42
Properties=species:S:1:pos:R:3:forces:R:3
C -0.4636 -0.6404 4.0038 0.0 0.0 0.0
F 0.2532 -1.6138 3.4094 0.0 0.0 0.0
O -0.8332 2.4092 1.9370 0.0 0.0 0.0
F 0.1037 -0.4235 5.2052 0.0 0.0 0.0
H 1.1747 -4.2078 -1.1926 0.0 0.0 0.0
O -0.4015 2.1373 0.6336 0.0 0.1 0.0
F -2.1842 2.9678 -1.8582 0.0 0.0 0.0
C -3.2619 1.0630 -0.8166 0.0 0.0 0.0
F -3.8950 3.3551 -0.5947 0.0 0.0 0.0
S 1.9984 1.0739 1.8807 0.0 0.0 -0.1
O -1.0337 0.0802 1.7878 0.0 0.0 0.0
H 3.1223 -4.4760 0.3776 0.0 0.0 0.0
F -1.6863 -1.1548 4.2377 0.0 0.0 0.0
F 3.9311 0.6656 3.6016 0.0 0.0 0.0
H 0.6091 -4.6270 0.4499 0.0 0.0 0.0
S 0.6276 0.6394 -2.2049 0.0 -0.1 -0.1
O -2.0919 0.5254 -0.8926 -0.1 -0.1 0.0
O -4.2733 0.5896 -0.3686 0.0 0.0 0.0
C 2.1926 -0.1799 -2.1909 0.0 0.0 0.1
N 4.8048 -2.3837 -2.6586 0.0 -0.1 0.1
C 0.3107 -2.6679 -0.1498 -0.1 -0.1 0.0
C 3.3640 0.0407 2.5631 0.0 0.0 0.0
N 4.2325 1.1843 -1.3891 0.0 0.0 0.0
O 1.5267 0.1933 0.7749 0.0 0.0 0.0
N -0.2888 -1.6964 -0.1095 0.1 0.1 -0.1
C 3.3146 0.5757 -1.7323 0.1 0.0 0.0
S 1.2239 -2.5335 -3.3346 0.0 0.1 -0.1
N 1.0201 1.1612 3.0546 0.0 0.0 0.0
O 2.6607 2.2733 1.4876 0.0 0.0 0.0
C 2.3792 -1.4414 -2.6959 0.0 -0.1 0.2
H 3.0140 -2.8264 -0.2385 0.0 0.0 0.0
S -0.5910 0.9354 2.9778 0.0 -0.1 0.0
H 2.4734 -3.1821 1.4058 0.0 0.0 0.0
C -3.3559 2.4796 -1.4547 0.0 0.0 0.0
F 4.2916 -0.1526 1.6294 0.0 0.0 0.0
Ti -0.3707 0.5020 -0.0734 0.0 0.0 0.0
F 2.9375 -1.1522 2.9821 0.0 0.0 0.0
C 1.1213 -3.8755 -0.1534 0.0 0.0 0.0
F -4.1670 2.4357 -2.5351 0.0 0.0 0.0
C 2.5216 -3.5671 0.3884 0.0 0.0 0.0
O -1.4056 1.5974 3.9725 0.0 0.0 0.0
C 3.7347 -1.9569 -2.6593 0.1 0.2 -0.2
```
Positions in Å, forces in eV/Å.

The total charge is -2. The highest occupied orbital energy is -2.3 eV. The spin multiplicity is 1. The orbital gap comes out at 6.81 eV. Its energy is -124744.30173 eV. The calculation puts the relative energy (zero: lowest compared OMol25 entry of this formula, charge and spin) at 0.000 eV.

How is the electron density shared among the atoms? According to natural (NBO), the charges in e are:
1 C 0.717
2 F -0.347
3 O -0.430
4 F -0.343
5 H 0.289
6 O -0.402
7 F -0.305
8 C 0.728
9 F -0.319
10 S 2.278
11 O -0.927
12 H 0.207
13 F -0.344
14 F -0.322
15 H 0.233
16 S -0.070
17 O -0.683
18 O -0.573
19 C -0.361
20 N -0.386
21 C 0.518
22 C 0.727
23 N -0.370
24 O -0.940
25 N -0.405
26 C 0.282
27 S -0.382
28 N -1.213
29 O -0.893
30 C -0.251
31 H 0.242
32 S 2.244
33 H 0.222
34 C 0.882
35 F -0.305
36 Ti 1.419
37 F -0.319
38 C -0.537
39 F -0.334
40 C -0.590
41 O -0.924
42 C 0.287


2.
This record from the OMol25 dataset describes one molecule with the formula C19H15N5O4S in a non-equilibrium geometry. The level of theory is ωB97M-V with the def2-TZVPD basis set.

Geometry as XYZ:
```
44
Properties=species:S:1:pos:R:3:forces:R:3
C 2.6513 -3.2532 -0.0886 0.0 -0.2 -0.3
C 0.7305 -3.1625 -1.4750 0.0 0.1 0.2
C 1.9428 -3.7579 -1.1653 -0.1 0.1 0.0
C 5.5345 0.9691 -0.2353 -0.1 0.3 -0.2
C 4.5111 -0.4672 1.3927 0.0 0.2 0.0
H -1.6151 -1.0789 0.9020 0.0 -0.1 -0.1
O -3.5393 -0.2712 1.7897 0.0 0.0 0.2
H 2.3711 -0.9633 2.8113 0.1 0.1 0.1
H -5.3488 1.5756 2.0636 0.1 0.0 0.0
H 0.1291 -3.5036 -2.3044 0.0 0.0 -0.1
N 4.3237 2.9276 -1.0601 0.0 0.4 -0.3
C -3.8571 -0.0922 0.6274 0.3 -0.1 -0.1
N 2.2387 -2.2224 0.6266 0.0 0.0 0.3
N -1.7950 -1.0150 -0.0937 -0.5 0.2 0.4
C -5.7542 0.2765 -1.0229 0.0 0.1 0.2
O -1.4262 -1.4457 -2.2600 -0.1 0.0 -0.2
C 3.3099 1.4454 0.5937 0.1 0.1 -0.1
H -7.4688 0.7310 -2.2333 -0.1 0.0 -0.1
H 1.9595 0.7697 2.9705 0.0 -0.1 0.0
N -3.0242 -0.4397 -0.3830 0.4 -0.2 -0.6
H 2.4320 2.0750 0.5728 0.0 0.0 0.0
S 0.6735 -0.2329 1.2905 0.0 0.4 0.4
H 3.5976 -3.6765 0.2205 0.1 -0.1 -0.1
C -6.9604 0.8986 -1.2967 0.0 0.0 0.0
H -8.4508 2.2396 -0.5025 -0.1 0.0 -0.1
H 2.3228 -4.5854 -1.7414 0.0 -0.1 0.0
C 1.0872 -1.6457 0.3290 -0.1 0.0 -0.1
O 5.2756 3.1612 -1.7737 0.2 0.1 -0.2
C 5.5856 -0.1466 0.5785 -0.1 0.0 0.1
C -5.7911 1.3736 1.0975 0.5 -0.3 0.0
C 0.2598 -2.0998 -0.7115 0.4 -0.2 0.0
H 6.4649 -0.7719 0.5772 0.1 0.0 0.0
C 2.2029 -0.0329 2.2732 -0.5 -0.3 -0.2
H 4.5543 -1.3438 2.0199 0.0 -0.1 0.1
C -7.5085 1.7353 -0.3343 -0.1 -0.1 -0.3
C -1.0388 -1.4964 -1.1042 -0.3 0.1 0.2
C 3.3673 0.3245 1.4088 0.4 0.1 -0.1
C -5.1392 0.5218 0.2028 -0.4 0.1 -0.1
H -3.1754 -0.3120 -1.3756 0.0 0.0 0.2
H 6.3550 1.2407 -0.8811 0.0 0.0 0.0
C 4.3910 1.7582 -0.2175 0.1 -1.0 0.8
H -5.3220 -0.4046 -1.7422 0.0 -0.1 -0.1
O 3.3209 3.6061 -1.0027 -0.2 0.2 0.0
N -6.9387 1.9650 0.8365 -0.3 0.3 0.3
```
Positions in Å, forces in eV/Å.

The highest occupied orbital energy is -8.9 eV. The spin multiplicity is 1. The orbital gap comes out at 8.52 eV. Its energy is -46419.63876 eV. The calculation puts the relative energy (zero: lowest compared OMol25 entry of this formula, charge and spin) at 4.208 eV.

How is the electron density shared among the atoms? According to natural (NBO), the charges in e are:
1 C 0.072
2 C -0.105
3 C -0.275
4 C -0.205
5 C -0.150
6 H 0.445
7 O -0.618
8 H 0.248
9 H 0.215
10 H 0.242
11 N 0.517
12 C 0.639
13 N -0.477
14 N -0.439
15 C -0.149
16 O -0.629
17 C -0.207
18 H 0.225
19 H 0.246
20 N -0.438
21 H 0.252
22 S 0.261
23 H 0.196
24 C -0.256
25 H 0.197
26 H 0.227
27 C 0.096
28 O -0.377
29 C -0.216
30 C 0.085
31 C -0.204
32 H 0.221
33 C -0.533
34 H 0.219
35 C 0.053
36 C 0.646
37 C -0.032
38 C -0.189
39 H 0.433
40 H 0.249
41 C 0.082
42 H 0.217
43 O -0.376
44 N -0.409


3.
This record from the OMol25 dataset describes a 2-piece molecular cluster, C6H10Cl3FN overall in a non-equilibrium geometry. The level of theory is ωB97M-V with the def2-TZVPD basis set.

Geometry as XYZ:
```
21
Properties=species:S:1:pos:R:3:forces:R:3
C -0.0440 -0.2728 2.9282 3.1 4.7 3.2
H -0.6658 2.0702 -0.6339 0.8 -1.8 0.7
H 0.9029 1.2512 4.6374 -0.9 -2.2 -1.5
H 0.2959 -1.2662 0.8756 -1.5 1.1 0.9
Cl 1.1619 -1.9408 -2.1943 0.0 0.1 0.0
C -0.0817 -1.7033 -3.4329 0.2 -0.4 -0.4
H -1.4182 -1.4939 1.6303 1.6 1.2 -0.4
C -0.1861 1.0586 -0.3051 1.2 1.9 -2.0
H -0.0812 0.4467 -1.2885 -0.2 0.8 2.2
C -0.5567 -0.7399 1.4537 0.4 -1.8 2.9
H -1.4982 1.1328 1.3225 0.2 -0.8 -0.5
H 0.2888 -0.9776 -4.1567 -0.1 -0.1 0.2
H 1.2430 2.1205 1.2166 0.0 -1.0 -2.0
C 0.5226 0.4484 3.8878 -3.4 -3.0 -5.6
H 1.8289 0.4365 0.7115 -1.2 1.6 -0.9
C 1.2697 1.3790 0.3157 1.1 -0.4 0.2
Cl -1.5662 -1.0601 -2.7082 -0.2 0.0 -0.1
H -1.9758 0.0289 0.1329 0.8 0.5 0.3
N -1.1494 0.4033 0.6571 0.2 0.3 0.3
Cl -0.4115 -3.2183 -4.2814 0.0 0.4 0.2
F 2.1210 1.8968 -0.7684 -2.2 -0.9 2.2
```
Positions in Å, forces in eV/Å.

The total charge is +1. The highest occupied orbital energy is -14.2 eV. The spin multiplicity is 1. The orbital gap comes out at 10.67 eV. Its energy is -48147.64597 eV.

How is the electron density shared among the atoms? According to natural (NBO), the charges in e are:
1 C -0.131
2 H 0.251
3 H 0.307
4 H 0.283
5 Cl 0.013
6 C -0.282
7 H 0.270
8 C -0.304
9 H 0.272
10 C -0.290
11 H 0.460
12 H 0.245
13 H 0.209
14 C -0.154
15 H 0.202
16 C 0.017
17 Cl -0.016
18 H 0.460
19 N -0.526
20 Cl 0.067
21 F -0.353